# C2H8CsN4O2

A structure of composition C2H8CsN4O2 (ωB97M-V/def2-TZVPD, the OMol25 dataset).

The geometry in XYZ format:
```
17
C2H8CsN4O2, DFT ωB97M-V/def2-TZVPD
Cs 2.26281 -0.17127 0.78029
C 0.82806 -1.92102 -2.48074
O 1.08850 -0.87453 -1.85561
N 0.29948 -1.87971 -3.72293
N 1.26814 -3.14601 -2.05756
H 0.19775 -0.96475 -4.12494
H 0.06130 -2.68281 -4.26977
H 0.91716 -3.95555 -2.53200
H 1.75183 -3.17335 -1.18447
C -0.63655 2.13928 2.55638
O 0.48473 1.69419 2.25570
N -1.11662 3.27011 1.96586
N -1.40306 1.61123 3.54076
H -2.04000 3.61876 2.12409
H -0.46849 3.76990 1.38603
H -1.20777 0.66493 3.81675
H -2.28726 2.00062 3.80217
```

The HOMO-LUMO gap is 10.37 eV. The electronic energy comes out at -12804.98566 eV. The value obtained for the energy relative to the best compared isomer or geometry (same formula, charge and spin) is 0.0923 eV. As for the lowest unoccupied orbital energy: -2.90 eV. The total charge is +1.